Record 1
This record from the Open Molecules 2025 dataset describes a 2-piece molecular cluster, C31H61N3O2S2 overall at a distorted geometry. The level of theory is wB97M-V/def2-TZVPD.

Properties
LUMO energy: -6.7 eV
<S²>: 0.754
orbital gap: 3.5 eV
2S+1: 2
total charge: +1

Each line ends with the Löwdin spin population.
Atoms and positions in Å:
C (7.20548, -0.70046, 1.64467)  0.000
C (8.00732, -1.48660, 0.48952)  0.000
C (8.46483, -0.43025, -0.62646)  0.000
C (7.34419, -0.41450, -1.79814)  0.000
N (6.27371, 0.52975, -1.36828)  0.000
C (4.91270, -0.07017, -1.39865)  0.000
C (4.48410, -0.74155, -2.78234)  0.000
C (3.13043, -1.58550, -2.47034)  0.000
C (1.89946, -0.57427, -2.48424)  0.000
C (0.54356, -1.13653, -1.86424)  0.000
C (0.05814, -2.32918, -2.84928)  0.000
C (0.67360, -1.79874, -0.41404)  0.000
C (0.50996, -0.79090, 0.82760)  0.000
C (-0.68324, -1.24819, 1.83134)  0.000
C (1.85806, -0.98000, 1.71815)  0.000
N (0.46768, 0.64760, 0.46998)  0.000
O (1.59061, 1.15657, 0.31336)  0.000
C (-0.50563, 1.00072, -0.58968)  0.000
C (0.04190, 2.37445, -1.26320)  0.000
C (-1.98440, 1.35389, -0.07228)  0.000
C (-0.63417, -0.05617, -1.79048)  0.000
C (6.33982, 1.82536, -2.05419)  0.000
S (6.24581, 2.06096, -3.70246)  0.000
S (6.57655, 3.33120, -0.97347)  0.000
C (4.92638, 4.06196, -0.54374)  0.000
C (4.70143, 4.28483, 1.02758)  0.000
C (3.69703, 3.14422, 1.57142)  0.000
H (7.96409, -0.09437, 2.22752)  0.000
H (6.65050, -1.45804, 2.30133)  0.000
H (6.43260, 0.00637, 1.18878)  0.000
H (8.90969, -2.01029, 0.93917)  0.000
H (7.28268, -2.28052, 0.08601)  0.000
H (9.46352, -0.69468, -1.10422)  0.000
H (8.47956, 0.61605, -0.15933)  0.000
H (7.87643, -0.08923, -2.74412)  0.000
H (6.98793, -1.49000, -1.89178)  0.000
H (4.83824, -0.81120, -0.52420)  0.000
H (4.16233, 0.75335, -1.16830)  0.000
H (4.29768, -0.00955, -3.62534)  0.000
H (5.22913, -1.52930, -3.15260)  0.000
H (3.32166, -2.10100, -1.47905)  0.000
H (2.99331, -2.39947, -3.25657)  0.000
H (2.24385, 0.42186, -2.05040)  0.000
H (1.67867, -0.35652, -3.59082)  0.000
H (0.74052, -3.24040, -2.71049)  0.000
H (-0.99333, -2.68703, -2.61654)  0.000
H (0.15826, -1.97372, -3.92883)  0.000
H (-0.18763, -2.55248, -0.33326)  0.000
H (1.61782, -2.41759, -0.25931)  0.000
H (-1.09876, -2.26854, 1.57968)  0.000
H (-1.51864, -0.48848, 1.90222)  0.000
H (-0.25109, -1.33674, 2.88913)  0.000
H (1.90356, -0.26681, 2.59548)  0.000
H (1.77085, -2.03385, 2.16403)  0.000
H (2.79268, -0.99440, 1.07499)  0.000
H (-0.80594, 2.70799, -1.95929)  0.000
H (0.94022, 2.20226, -1.93247)  0.000
H (0.16924, 3.21007, -0.51000)  0.000
H (-2.58292, 0.42063, 0.21007)  0.000
H (-2.55403, 1.82329, -0.93891)  0.000
H (-1.88278, 2.09144, 0.78186)  0.000
H (-0.61467, 0.53862, -2.76664)  0.000
H (-1.64657, -0.56507, -1.73637)  0.000
H (4.87967, 5.08577, -1.05383)  0.000
H (4.12162, 3.35935, -0.92058)  0.000
H (5.66066, 4.34266, 1.62852)  0.000
H (4.16249, 5.28140, 1.20227)  0.000
H (3.58566, 3.19181, 2.69971)  0.000
H (2.67683, 3.31861, 1.09190)  0.000
H (4.15608, 2.14637, 1.28416)  0.000
C (-8.01076, -1.74994, -0.31550)  0.002
C (-6.68848, -1.30587, 0.35926)  0.025
C (-6.43444, -2.15809, 1.61935)  0.014
C (-7.34040, -1.79199, 2.79027)  0.001
C (-7.27604, -0.29716, 3.08166)  0.014
C (-7.54178, 0.57946, 1.84166)  0.025
N (-6.73750, 0.15785, 0.65495)  0.346
O (-5.47176, 0.58181, 0.84667)  0.566
C (-9.04720, 0.54876, 1.49310)  0.001
C (-7.28958, 2.05734, 2.22737)  -0.001
C (-5.60428, -1.65759, -0.68909)  -0.001
H (-7.85870, -2.61651, -0.96448)  0.000
H (-8.77461, -2.05621, 0.39919)  0.000
H (-8.42163, -0.95779, -0.94624)  0.001
H (-5.39192, -2.04485, 1.94144)  0.003
H (-6.56487, -3.21998, 1.38477)  0.001
H (-8.37160, -2.09714, 2.59037)  0.000
H (-7.02826, -2.34897, 3.67885)  0.001
H (-7.99498, -0.05500, 3.87109)  0.001
H (-6.28684, -0.06769, 3.49405)  0.003
H (-9.24322, 1.06936, 0.55161)  0.001
H (-9.63602, 1.04877, 2.26657)  0.000
H (-9.46098, -0.45541, 1.42006)  0.000
H (-6.28412, 2.22283, 2.62217)  -0.001
H (-7.98230, 2.37654, 3.01036)  0.000
H (-7.43511, 2.71963, 1.36945)  0.000
H (-5.74000, -1.07873, -1.60708)  0.000
H (-5.65140, -2.71705, -0.95377)  0.000
H (-4.58818, -1.48351, -0.31979)  -0.001


Record 2
This record from the Open Molecules 2025 dataset describes a 2-piece molecular cluster, CHF2IS overall at a distorted geometry. The level of theory is wB97M-V/def2-TZVPD.

Properties
LUMO energy: -2.0 eV
energy above the lowest of the compared OMol25 structures with the same formula, charge and spin: 80.1 kcal per mole
orbital gap: 7.0 eV

Each line ends with the Löwdin charge.
Atoms and positions in Å:
C (0.31687, 0.61164, -0.33531)  -0.711
F (-0.28491, 1.80587, -0.15681)  -0.082
F (3.37270, 0.11872, 1.02592)  -0.659
S (2.02420, 0.47349, 1.90976)  0.570
I (1.59049, 0.48711, -1.95014)  0.919
H (-0.29772, -0.14281, -0.22269)  -0.038


Record 3
This record from the Open Molecules 2025 dataset describes C24H30BrN7O5STl as an isolated structure. The level of theory is wB97M-V/def2-TZVPD.

Properties
LUMO energy: -2.5 eV
energy above the lowest of the compared OMol25 structures with the same formula, charge and spin: 4.3 kcal per mole
orbital gap: 7.6 eV
total charge: +1

Each line ends with the Löwdin charge.
Atoms and positions in Å:
Tl (0.41310, -0.00071, -0.40803)  0.953
N (0.64502, 0.61059, 2.71666)  0.023
N (1.95706, 0.92818, 3.05156)  -0.017
C (3.01082, 0.41618, 2.36849)  -0.399
N (4.22301, 0.72997, 2.82794)  0.202
N (2.71141, -0.32507, 1.30488)  0.076
N (3.70558, -0.75770, 0.48362)  -0.434
O (4.89877, -0.54175, 0.69369)  0.030
O (3.31364, -1.37970, -0.48787)  0.004
H (0.11465, 1.44204, 2.46385)  0.031
H (0.20052, 0.07820, 3.45186)  0.102
H (2.14645, 1.39517, 3.92568)  0.149
H (4.34182, 1.29307, 3.65117)  0.121
H (5.01778, 0.39042, 2.30554)  0.093
O (-0.71710, -2.31347, -0.65981)  -0.719
S (-0.46819, -3.60667, -1.40642)  0.954
C (-0.51213, -4.89708, -0.11437)  -0.296
C (0.92688, -5.28586, 0.24564)  -0.219
C (1.82420, -4.12649, -0.18131)  -0.244
C (1.32647, -3.74786, -1.56731)  -0.322
H (-1.11777, -5.72963, -0.46788)  0.087
H (-1.03791, -4.40044, 0.70084)  0.093
H (1.21085, -6.18626, -0.30203)  0.115
H (1.01425, -5.50910, 1.30827)  0.116
H (2.87940, -4.39652, -0.19603)  0.122
H (1.70635, -3.27273, 0.48954)  0.099
H (1.51717, -4.53755, -2.29845)  0.103
H (1.69726, -2.80065, -1.95400)  0.081
C (1.70180, 1.71800, -5.67980)  -0.045
O (1.45235, 2.54530, -4.54866)  -0.071
C (2.15170, 2.29087, -3.42546)  -0.242
C (3.30343, 1.51298, -3.36429)  0.012
C (4.00588, 1.39408, -2.17356)  -0.062
C (3.57657, 2.05120, -1.03051)  -0.103
C (2.40545, 2.79218, -1.07707)  -0.053
C (1.68474, 2.89387, -2.25570)  -0.189
N (0.51650, 3.70217, -2.27594)  0.139
C (-0.69200, 3.53775, -2.81552)  -0.019
C (-1.37706, 2.48354, -3.39825)  -0.124
C (-2.65153, 2.84716, -3.96607)  -0.051
C (-3.42126, 1.96487, -4.63855)  -0.085
C (-2.95564, 0.62359, -4.79066)  -0.056
C (-1.78150, 0.21437, -4.25440)  -0.001
C (-0.93684, 1.09905, -3.48552)  -0.372
O (0.09134, 0.65927, -2.92312)  -0.183
H (0.94327, 1.97845, -6.41221)  0.101
H (1.60567, 0.66539, -5.40721)  0.101
H (2.69074, 1.91348, -6.09818)  0.097
H (3.66486, 1.01175, -4.24992)  0.115
H (4.90250, 0.78920, -2.14415)  0.116
H (4.14565, 1.98505, -0.11256)  0.097
H (2.03089, 3.29120, -0.19136)  0.101
H (0.64928, 4.60514, -1.84512)  0.150
H (-1.25699, 4.46333, -2.77495)  0.130
H (-2.98065, 3.87548, -3.85954)  0.112
H (-4.36770, 2.26426, -5.06493)  0.104
H (-3.56412, -0.08338, -5.34168)  0.111
H (-1.43969, -0.80777, -4.35385)  0.117
Br (-2.68397, 1.33133, 0.57411)  0.776
C (-1.83085, 3.02002, 0.68647)  -0.740
C (-2.43262, 4.10510, 0.06381)  -0.109
C (-1.80392, 5.33271, 0.17011)  -0.058
C (-0.61301, 5.42391, 0.87957)  -0.058
C (-0.10810, 4.27506, 1.45931)  -0.141
N (-0.70306, 3.08068, 1.36775)  0.025
H (-3.36048, 3.97948, -0.47514)  0.110
H (-2.24430, 6.20980, -0.28650)  0.120
H (-0.09760, 6.36667, 0.99838)  0.112
H (0.81074, 4.30365, 2.03368)  0.113


Record 4
This record from the Open Molecules 2025 dataset describes O4S as an isolated structure at a distorted geometry. The level of theory is wB97M-V/def2-TZVPD.

Properties
LUMO energy (spin up / spin down): 0.0 / -3.5 eV
energy above the lowest of the compared OMol25 structures with the same formula, charge and spin: 105.6 kcal per mole
<S²>: 2.008
orbital gap (spin up / spin down): 6.9 / 8.0 eV
2S+1: 3

Each line ends with the Löwdin spin population.
Atoms and positions in Å:
O (-1.89788, -0.04686, 0.35522)  0.296
O (1.37103, -0.00803, -0.12221)  0.451
O (0.46611, -1.08051, 0.02715)  0.359
O (0.48933, 1.06984, -0.02604)  0.328
S (-0.82096, 0.02883, -0.51274)  0.566


The following energy values (in a.u.) correspond, in order, to the records above: -2328.306919, -934.166964, -4836.416235, -698.782720.